Entry 1:
A structure of composition C7H9NO2Pd. Source: the OMol25 dataset; level of theory: the ωB97M-V functional and the def2-TZVPD basis.

Element x y z (Å)
Pd1 -0.13807 0.22543 -1.18910
C1 0.29406 0.09980 -5.00735
H1 1.38089 0.22067 -4.98003
H2 0.05262 -0.94555 -5.22232
H3 -0.11482 0.73688 -5.79633
H4 -0.14169 0.39840 -4.03542
H5 -1.63971 0.63861 -1.28983
O1 -0.30104 -3.07000 1.26709
C2 -0.16596 -2.00259 0.67536
O2 -0.12180 -1.81297 -0.61371
C3 -0.03537 -0.79312 1.55956
C4 -0.03404 -0.83661 2.96129
C5 0.08708 0.33888 3.68179
C6 0.18282 1.54669 2.96826
C7 0.16037 1.51690 1.56273
N1 0.07030 0.35714 0.90563
H6 -0.12031 -1.82694 3.39194
H7 0.10780 0.32406 4.77247
H8 0.27153 2.49796 3.45934
H9 0.20536 2.38636 0.92863

Properties
Spin multiplicity: 3
LUMO energy (spin up / spin down) in eV: -0.31 / -1.36
HOMO energy (spin up / spin down) in eV: -8.455 / -9.719
Relative energy (zero: lowest compared OMol25 entry of this formula, charge and spin) in kcal/mol: 0.0
Total energy in Ha: -605.16676
HOMO-LUMO gap (spin up / spin down) in eV: 8.14 / 8.36

Entry 2:
An isolated molecule of C7H9NO2S. Source: the OMol25 dataset; level of theory: the ωB97M-V functional and the def2-TZVPD basis.

Element x y z (Å)
N1 1.56990 -2.83375 -1.60304
S1 0.33750 -2.00252 -0.85127
O1 -0.72644 -1.71309 -1.81314
O2 0.03909 -2.63440 0.40779
C1 1.20230 -0.42208 -0.53329
C2 0.25600 0.55802 0.15692
C3 -0.53023 1.38135 -0.59684
C4 -1.46315 2.25336 0.00364
C5 -1.61542 2.29491 1.37978
C6 -0.82674 1.44018 2.15751
C7 0.16074 0.61673 1.55494
H1 1.70608 -3.78659 -1.22612
H2 1.39717 -2.92198 -2.64745
H3 1.52181 -0.06370 -1.49564
H4 2.00716 -0.75375 0.12171
H5 -0.41118 1.40114 -1.67779
H6 -2.07821 2.89317 -0.57761
H7 -2.41245 2.90397 1.81952
H8 -0.90649 1.40170 3.23560
H9 0.77255 -0.01266 2.18478

Properties
LUMO energy in eV: 0.50
HOMO energy in eV: -9.344
Relative energy (zero: lowest compared OMol25 entry of this formula, charge and spin) in kcal/mol: 0.0
Total energy in Ha: -875.55132
HOMO-LUMO gap in eV: 9.85